27
Properties=species:S:1:pos:R:3 method="wB97M-V/def2-TZVPD" e_homo_ev=-8.322 gap_ha=0.3377 e_tot_ha=-760.98088 total_charge=0 smiles="CN=P(NC)(NC)N(C)C"
P 0.0757 -0.3308 0.1367
N 1.6242 0.9553 -0.6266
N 0.0335 0.3043 1.7145
N 0.2951 -1.8625 0.0611
N -1.4097 0.3429 -0.4247
C -1.6621 0.7364 -1.8129
C -0.0855 1.7378 1.7935
C -2.4965 -0.1609 0.3930
C 1.2637 -2.6190 0.8767
C 2.3568 0.1759 -1.5608
H 0.7597 -3.6715 1.2501
H -2.5666 0.4815 1.2938
H 1.7882 -0.3050 -2.4330
H -2.6336 0.4767 -2.2207
H -0.8723 1.9617 2.5532
H -3.4809 -0.2301 -0.1681
H 1.0606 1.7734 -1.0886
H 2.9449 -0.6538 -1.0481
H -0.8564 0.3496 -2.4421
H -1.6540 1.8255 -1.9725
H 0.6793 -0.1021 2.3728
H 3.0491 0.7989 -2.1751
H -2.4774 -1.1740 0.7554
H 0.9989 2.1571 1.9952
H -0.3686 2.0369 0.7376
H 2.0806 -2.8329 0.2018
H 1.5535 -2.1711 1.8380

***

129
Properties=species:S:1:pos:R:3 method="wB97M-V/def2-TZVPD" e_homo_ev="-8.944 / -9.224" gap_ha="0.2760 / 0.2566" e_tot_ha=-4407.00417 multiplicity=2 total_charge=+1 s_squared=0.793
Ir 0.0916 -0.1932 -0.6191
S 0.7465 -2.3386 -1.2146
S 0.3026 0.7086 -2.7128
S -2.3157 -0.7140 -0.7062
P -0.4310 -0.2254 2.8714
P -0.5685 2.4857 1.4397
O 0.7625 -0.0232 3.8816
O -0.5394 1.7157 0.1809
O -0.0599 -0.8217 1.5749
O 0.7153 3.2464 1.8919
O -1.6321 3.6304 1.3078
O -1.5094 -1.1143 3.6018
N -2.0361 1.7503 -3.7825
N -1.9348 -0.4285 -3.7984
N 0.0046 -2.1610 -3.8670
N 1.9439 0.1188 0.0065
N -2.9416 -3.4399 -0.6949
N -2.1586 -2.6861 -2.5811
N 2.1044 -2.6948 -3.5950
C 5.5430 1.8273 -1.2608
C -3.1573 4.9288 2.6145
C -2.5659 -4.8794 1.2471
C 2.3269 2.7914 3.6320
C -3.2116 1.2788 -4.3376
C 3.1646 -4.4661 -2.2572
C 2.0602 2.6867 2.1478
C -1.9461 -0.8728 4.9756
C -2.9503 -4.4870 -1.6050
C -4.8823 -4.0523 0.6624
C 1.8638 -2.6226 -4.9542
C -1.7061 4.7737 2.2213
C 4.3648 2.2057 -1.8963
C -0.4107 3.4344 -4.5457
C -2.4639 -4.0174 -2.7628
C 1.7990 -1.0583 4.0255
C -3.1654 -2.5261 1.6287
C -3.1481 -0.0670 -4.3313
C 4.2733 0.3835 0.1817
C -1.4621 3.6032 -2.2500
C 3.1479 1.6655 -1.5243
C -1.6671 -2.1260 5.7758
C -3.4172 -0.5212 4.9277
C 2.2627 -0.9874 5.4618
C -2.8002 4.0390 -4.2946
C -1.1233 1.4388 2.8036
C 3.4060 -3.1551 -3.0036
C -1.1419 5.9763 1.4993
C -1.2792 0.6786 -3.4407
C 3.0533 0.7045 -0.4827
C -2.4573 -2.3325 -1.3142
C 3.9753 -2.0799 -2.0877
C -1.6644 3.2029 -3.7076
C 3.0212 3.5065 1.3221
C 0.9579 -2.3792 -2.9437
C 4.4004 -3.4087 -4.1344
C 5.4830 0.9122 -0.2097
C -3.3945 -3.7073 0.7067
C 0.5709 -2.2871 -5.1142
C 2.8932 -0.7843 3.0186
B -1.5237 -1.9198 -3.7556
H -1.1583 6.8477 2.1548
H 2.0508 1.6466 1.8108
H -3.9878 1.9253 -4.6944
H -0.1817 4.5006 -4.5485
H 2.2553 3.8320 3.9532
H -2.1176 -2.2420 1.6475
H -1.5027 -4.6391 1.2012
H 1.4385 -1.1423 6.1580
H 1.6374 2.1816 4.2110
H -3.7687 5.1154 1.7312
H -3.2685 5.7710 3.2976
H 3.3654 0.1767 3.2368
H -2.7366 -5.8069 0.7041
H -3.4542 -2.8448 2.6325
H 1.3247 -2.0225 3.8204
H 2.5120 -4.3231 -1.3979
H -0.0047 -2.1458 -6.0111
H 4.0240 3.0830 1.3918
H 4.1081 -1.1379 -2.6254
H -3.8550 -0.8002 -4.6757
H 0.4503 2.9011 -4.1459
H -3.5913 0.3926 4.3594
H 4.2233 -0.3354 0.9928
H 4.0710 -4.2015 -4.8073
H -2.3151 -4.5051 -3.7090
H 4.6060 -2.5036 -4.7072
H 3.6559 -1.5614 3.0892
H -2.8373 -5.0547 2.2883
H -1.7417 6.1959 0.6150
H -3.7982 -0.3723 5.9384
H 4.3974 2.9412 -2.6913
H -3.7312 3.9152 -3.7403
H 4.9506 -2.4097 -1.7267
H 2.2529 2.0239 -2.0070
H -1.9358 -1.9704 6.8210
H 3.0444 4.5357 1.6854
H 2.7092 -0.0122 5.6613
H 2.6142 -2.8271 -5.6911
H -2.2005 1.3226 2.6586
H -1.0947 4.5515 3.0988
H -5.4544 -3.2143 0.2620
H 3.3329 -1.9070 -1.2319
H 2.7274 3.5020 0.2746
H 4.1201 -4.8521 -1.9004
H 2.7229 -5.2099 -2.9227
H -3.7553 -1.6549 1.3554
H -1.3678 -0.0375 5.3803
H 6.3906 0.6179 0.3032
H -1.9885 -2.4074 -4.7554
H -2.2557 -2.9579 5.3868
H 3.3404 2.4432 3.8394
H -3.9783 -1.3311 4.4607
H 5.3371 -3.7311 -3.6822
H -3.3113 -5.4648 -1.3539
H 6.4901 2.2537 -1.5641
H -0.6473 3.0496 -1.7961
H -5.0842 -4.9328 0.0523
H 3.0173 -1.7533 5.6429
H -0.5779 3.1189 -5.5768
H 2.4942 -0.7571 2.0040
H -5.2350 -4.2581 1.6735
H -2.5127 5.0866 -4.2182
H -3.5286 4.0317 3.1110
H -2.3651 3.4120 -1.6689
H -0.1132 5.7898 1.1934
H -0.6134 -2.3952 5.7273
H -1.2364 4.6703 -2.2038
H -0.9589 1.9539 3.7525
H -2.9714 3.8179 -5.3489

***

80
Properties=species:S:1:pos:R:3 method="wB97M-V/def2-TZVPD" e_homo_ev=-8.526 gap_ha=0.2755 e_tot_ha=-3437.70794 total_charge=0 smiles="CC(=O)OCCN(Cc1ccccc1C)S(=O)(=O)F.O=S1(=O)CCCC1.O=S1(=O)CCCC1.O=S1(=O)CCCC1"
S 4.1702 5.9396 2.4260
S -6.4869 -1.5434 -3.1039
S 1.7117 1.2217 1.5227
S 2.2386 -3.4016 -1.2945
F -7.8530 -2.5784 -3.4440
O -2.8195 0.7614 -2.5638
O 3.4450 4.6867 2.4079
O -6.5945 -1.1161 -1.6121
O 2.8685 1.1519 0.6549
O 1.5061 -3.2726 -0.0523
O 5.5420 6.0484 1.9711
O -0.3637 0.2766 -2.7071
O 0.3726 1.4409 1.0139
O 2.2421 -4.6266 -2.0691
O -6.7628 -0.2402 -3.9511
N -4.9526 -2.2448 -3.5544
C 3.1896 7.1716 1.5916
C 3.9235 -2.8761 -1.0181
C -3.3663 -0.1086 -3.6237
C 4.0342 6.6515 4.0589
C -3.5264 -4.6190 1.4272
C 1.6999 -0.2237 2.5650
C -3.7733 -1.5554 -2.9003
C -5.0742 -4.1935 1.0899
C 2.7584 -0.9395 -1.9991
C -5.4896 -3.9337 -0.4897
C -2.8437 -4.5686 -1.4231
C 2.0875 1.6007 4.1242
C 1.7829 -2.0493 -2.3617
C 2.3133 7.7595 2.6874
C -1.5442 0.2352 -2.0368
C 2.0468 2.4001 2.8230
C -1.7031 -4.7834 -2.6071
C -4.4135 -4.0980 -1.7259
C -4.9238 -3.7639 -3.2833
C -2.4412 -4.8231 0.1744
C 3.2283 7.9395 3.8978
C -1.4577 -0.4321 -0.5152
C 2.5281 0.1797 3.7759
C 4.1214 -1.6157 -1.8586
H -2.4998 -0.8485 -0.1808
H 2.7595 2.0656 4.8524
H -3.1870 -4.7830 2.5479
H 4.4966 -1.8900 -2.8520
H -1.0971 0.3568 0.2928
H 1.2579 3.1563 2.8400
H -2.4974 -0.3572 -4.3976
H -1.3368 -5.1597 0.4232
H 3.5162 5.9329 4.6999
H 0.6620 -0.4245 2.8469
H -0.8498 -5.5408 -2.2561
H 5.0341 6.8494 4.4534
H -5.9491 -4.2875 -3.5242
H -5.9248 -4.0566 1.8851
H 4.8590 -0.9484 -1.4020
H 1.8610 8.7056 2.3761
H 1.5042 7.0624 2.9360
H 3.9090 8.7805 3.7185
H 2.6173 6.7103 0.7849
H 2.7720 -0.1523 -2.7586
H -2.7746 -2.2069 -2.9582
H -3.9787 -1.3218 -1.7532
H -2.2318 -5.1109 -3.6002
H 0.7397 -1.7760 -2.1941
H 4.0431 -2.6685 0.0488
H 2.1149 -1.0769 2.0256
H 2.3781 -0.5087 4.6127
H 1.9254 -2.3765 -3.3960
H -6.5779 -3.6085 -0.7708
H -4.2401 0.3614 -4.2438
H 3.0106 2.8719 2.6127
H 2.4713 -0.4842 -1.0438
H 3.5944 0.1754 3.5201
H 1.0865 1.5728 4.5716
H 3.8723 7.9247 1.1867
H -1.1698 -3.7449 -2.8463
H 4.6070 -3.6732 -1.3212
H -4.1542 -4.1899 -4.0905
H -0.7034 -1.3538 -0.4678
H 2.6595 8.1654 4.8051